{
  "formula": "C76H114O38",
  "method": "ωB97M-V/def2-TZVPD",
  "species": ["O", "O", "O", "O", "O", "O", "O", "O", "O", "O", "O", "O", "O", "O", "O", "O", "O", "O", "O", "O", "O", "O", "O", "O", "O", "O", "O", "O", "O", "O", "O", "O", "O", "O", "O", "O", "O", "O", "C", "C", "C", "C", "C", "C", "C", "C", "C", "C", "C", "C", "C", "C", "C", "C", "C", "C", "C", "C", "C", "C", "C", "C", "C", "C", "C", "C", "C", "C", "C", "C", "C", "C", "C", "C", "C", "C", "C", "C", "C", "C", "C", "C", "C", "C", "C", "C", "C", "C", "C", "C", "C", "C", "C", "C", "C", "C", "C", "C", "C", "C", "C", "C", "C", "C", "C", "C", "C", "C", "C", "C", "C", "C", "C", "C", "H", "H", "H", "H", "H", "H", "H", "H", "H", "H", "H", "H", "H", "H", "H", "H", "H", "H", "H", "H", "H", "H", "H", "H", "H", "H", "H", "H", "H", "H", "H", "H", "H", "H", "H", "H", "H", "H", "H", "H", "H", "H", "H", "H", "H", "H", "H", "H", "H", "H", "H", "H", "H", "H", "H", "H", "H", "H", "H", "H", "H", "H", "H", "H", "H", "H", "H", "H", "H", "H", "H", "H", "H", "H", "H", "H", "H", "H", "H", "H", "H", "H", "H", "H", "H", "H", "H", "H", "H", "H", "H", "H", "H", "H", "H", "H", "H", "H", "H", "H", "H", "H", "H", "H", "H", "H", "H", "H", "H", "H", "H", "H", "H", "H"],
  "positions_angstrom": [[1.377, -0.659, 36.041], [5.414, 1.490, 25.522], [2.034, -5.061, 35.023], [-0.207, -1.798, 32.996], [-1.453, -1.527, 24.918], [1.273, -2.688, 27.559], [3.430, 2.555, 28.766], [9.672, 1.247, 33.362], [5.194, -0.748, 30.039], [-1.611, -3.410, 23.652], [-1.108, -0.095, 32.000], [-2.953, -2.239, 29.587], [-3.926, 4.968, 35.401], [-1.210, 1.856, 24.723], [2.431, -4.483, 32.857], [3.424, 1.246, 24.632], [1.965, 6.585, 26.165], [2.619, -3.911, 28.741], [-5.349, -0.301, 25.586], [6.559, 0.790, 31.014], [6.437, -3.904, 27.637], [-0.601, -5.387, 29.700], [-1.509, -6.999, 28.276], [8.220, -0.347, 34.161], [4.176, 6.651, 25.907], [5.442, -1.552, 36.374], [-0.939, 3.401, 26.453], [-4.967, -3.014, 29.827], [0.619, 4.432, 32.354], [7.694, -2.114, 27.037], [2.349, 3.363, 33.382], [-2.841, 2.280, 29.198], [-3.840, 6.664, 33.910], [2.862, 0.521, 34.839], [7.273, -0.362, 36.987], [2.839, 1.631, 30.746], [-3.780, 4.342, 28.865], [-4.315, 1.089, 24.108], [1.525, -0.094, 30.074], [1.824, 4.175, 32.420], [0.381, -5.383, 30.755], [2.994, 1.531, 29.399], [-4.370, 0.304, 27.598], [5.953, 0.130, 29.932], [1.732, 0.383, 35.357], [7.141, -4.217, 29.815], [2.305, 0.475, 31.263], [0.297, -7.630, 29.826], [0.965, 6.226, 27.085], [-2.502, -3.926, 22.659], [0.103, -0.517, 36.594], [2.893, 4.579, 31.486], [3.353, -3.776, 32.093], [7.353, 1.947, 30.605], [2.409, 0.245, 28.840], [-1.511, 1.745, 29.276], [6.425, 0.779, 28.649], [6.344, 1.736, 37.101], [2.261, 1.967, 24.222], [8.160, -3.269, 29.212], [4.116, 4.125, 32.243], [-2.582, -1.809, 33.056], [-0.477, 0.749, 35.975], [4.025, -2.865, 33.032], [3.470, -2.819, 26.707], [8.428, -1.946, 32.481], [-1.422, 4.107, 29.580], [3.221, 6.427, 26.616], [-3.521, 0.890, 26.418], [9.702, -1.082, 32.468], [-0.548, -3.006, 33.661], [9.239, 0.057, 33.334], [4.347, 1.959, 25.251], [1.219, -6.639, 30.481], [3.223, 5.934, 28.006], [2.653, -4.350, 34.191], [-1.130, 3.146, 25.249], [7.535, 1.688, 29.125], [-3.426, 5.610, 34.314], [3.731, 3.126, 33.275], [6.398, -4.876, 28.691], [-1.331, 4.197, 24.116], [-3.871, -3.107, 29.266], [-2.808, 3.644, 29.178], [-1.772, 3.234, 23.032], [2.257, 3.115, 25.171], [6.035, -0.498, 36.568], [-2.067, -2.905, 34.013], [0.696, 1.470, 35.323], [-1.148, 1.882, 23.292], [1.777, 5.435, 28.072], [7.857, -1.650, 33.853], [2.721, -1.710, 25.979], [-1.998, -2.190, 24.013], [-1.779, -2.409, 28.831], [-3.315, -4.034, 28.227], [-0.786, 2.816, 30.069], [-4.416, 0.589, 25.225], [-0.687, -6.664, 29.163], [1.247, -2.036, 26.274], [-1.266, -1.079, 32.670], [7.623, 1.035, 37.104], [-3.415, 3.641, 35.592], [-2.267, 3.502, 34.642], [3.672, -3.232, 34.460], [-5.146, -0.819, 26.880], [-3.144, -1.674, 23.132], [7.418, -2.955, 27.867], [-3.157, -2.701, 22.011], [-2.220, -3.280, 27.693], [-2.492, 4.652, 33.627], [3.750, 3.300, 25.460], [5.482, 0.862, 36.303], [2.503, -3.235, 27.751], [-4.205, 2.963, 35.268], [-1.911, -4.452, 21.909], [-6.100, -0.967, 27.387], [1.366, -1.164, 30.203], [1.811, 4.349, 27.989], [2.168, -6.416, 29.993], [0.552, 7.146, 27.499], [2.631, 4.082, 30.551], [3.992, 5.190, 28.214], [-2.207, 2.498, 34.222], [5.442, 0.924, 35.215], [-1.560, 5.156, 33.369], [-5.070, 1.051, 27.973], [0.273, 2.815, 29.813], [-0.383, 4.702, 23.929], [4.824, 3.667, 31.552], [3.203, -0.476, 28.646], [3.754, -1.848, 32.750], [-3.366, -1.260, 33.577], [1.427, 1.269, 24.284], [1.582, 0.683, 32.051], [-1.072, 1.697, 28.280], [1.697, 2.843, 26.067], [6.775, -1.784, 33.836], [5.372, -5.110, 28.975], [6.356, 2.789, 36.819], [9.155, -3.623, 28.944], [-2.659, -3.820, 34.022], [0.017, -3.116, 34.587], [2.882, 5.657, 31.325], [-2.855, -4.838, 28.801], [6.796, 0.056, 27.923], [-0.391, -3.908, 33.070], [4.245, 3.268, 34.225], [-1.327, 3.661, 35.171], [-4.127, -2.983, 21.603], [4.174, 4.092, 24.842], [5.629, 1.316, 28.132], [-0.955, 4.730, 28.817], [6.971, -5.757, 28.404], [-3.011, 3.368, 36.567], [-3.756, -0.076, 28.414], [6.840, 2.889, 30.802], [-2.426, -2.414, 21.255], [3.841, 3.483, 26.531], [8.268, 1.786, 31.174], [-0.270, -8.199, 30.563], [0.156, 5.632, 26.661], [0.767, -8.286, 29.093], [3.345, 6.788, 28.672], [7.620, -1.698, 31.792], [3.242, -2.390, 35.002], [-1.206, 0.411, 35.238], [10.025, -0.637, 31.527], [1.733, 3.960, 24.724], [-0.813, 2.623, 31.142], [-2.860, 3.253, 22.975], [-3.343, 1.959, 26.534], [4.482, 0.837, 36.736], [-2.560, 0.405, 26.246], [-1.044, 1.255, 36.756], [-4.088, -4.314, 27.511], [0.669, -1.112, 26.273], [2.915, -3.186, 31.288], [0.904, -2.747, 25.522], [4.330, -2.481, 27.286], [-1.373, -3.907, 27.414], [-4.074, -1.615, 23.697], [0.429, 1.704, 34.293], [8.259, 1.267, 36.250], [-1.578, 4.749, 30.446], [-0.211, 1.727, 22.756], [-1.408, -1.527, 28.311], [8.353, -2.406, 29.850], [-0.131, -5.600, 31.693], [10.593, -1.498, 32.937], [7.478, 2.626, 28.572], [0.147, -0.455, 37.682], [-3.292, -4.554, 23.071], [-3.035, 4.321, 32.742], [-4.657, -1.793, 26.907], [4.040, -4.429, 31.556], [-1.673, 0.762, 29.719], [0.951, -4.458, 30.666], [3.547, -3.595, 25.946], [-0.519, -1.361, 36.293], [2.387, 2.210, 23.167], [-3.101, -2.119, 32.149], [4.499, -3.576, 35.081], [-1.381, 3.446, 22.037], [7.572, -4.942, 30.506], [6.463, -3.634, 30.439], [-2.981, -0.664, 22.756], [2.871, -0.739, 26.452], [-0.978, -2.925, 29.361], [1.883, 0.355, 27.891], [-2.518, -2.741, 26.794], [5.075, -3.001, 32.770], [4.721, 4.903, 32.709], [1.007, 2.315, 35.938], [1.330, 5.595, 29.053], [2.936, -1.659, 24.911], [3.126, -0.181, 31.552], [-1.871, 1.322, 22.700], [-2.148, -2.751, 35.089], [6.112, 1.768, 38.166], [3.945, 2.121, 32.910], [-2.169, 4.860, 24.328], [8.515, -3.031, 32.419], [8.185, 1.128, 38.033], [1.515, -6.988, 31.470], [0.580, 0.436, 29.954], [8.343, -2.350, 34.532], [8.535, 1.265, 29.032]],
  "forces_ev_per_a": [[0.83, -1.64, 0.37], [0.23, 0.24, 0.41], [1.97, 2.38, -2.92], [0.84, -0.89, 0.60], [-1.25, -2.05, -2.23], [0.03, 0.51, -0.76], [-1.30, -3.93, 2.18], [-1.67, -4.58, -0.06], [-1.91, -2.58, 1.04], [-0.08, -0.20, 0.44], [-0.41, 0.55, 0.29], [1.56, 2.14, 1.29], [-0.29, 0.52, 1.51], [1.20, 0.16, 1.00], [-1.14, -1.20, 0.76], [-0.47, -2.51, -1.08], [0.06, 0.63, -2.09], [1.01, -0.29, -0.03], [-0.51, -0.50, -1.72], [-1.33, -0.75, -0.28], [0.51, 0.72, 0.09], [-0.48, -1.58, -0.98], [2.58, 1.82, 2.91], [1.02, 1.83, -0.52], [-0.77, -0.05, 0.44], [1.39, 1.06, 0.44], [-0.54, -1.43, -3.40], [1.70, -0.83, -1.32], [2.50, -0.65, 0.49], [-0.65, -1.07, 1.33], [-2.20, -0.12, 0.75], [-0.81, 0.92, -0.61], [0.45, -0.54, 0.76], [-2.81, -1.01, 1.17], [1.01, -0.87, 0.66], [1.37, 1.85, -1.79], [2.28, -1.98, 0.86], [-0.62, -1.14, 1.56], [0.30, -1.01, -0.62], [-2.52, -0.09, 0.53], [0.22, -1.16, -0.83], [0.93, 4.50, -2.23], [0.96, -0.46, -0.82], [2.55, 3.59, -0.40], [4.21, 2.60, -2.38], [0.58, -0.13, 1.89], [-1.58, -2.06, -0.28], [-0.30, 1.43, -0.52], [0.52, -0.40, 0.57], [-0.57, 0.14, -0.91], [-1.35, 0.11, 0.24], [-0.09, 0.69, 0.49], [-0.03, 0.22, -1.47], [-0.48, -1.67, -0.15], [0.01, 0.19, 1.39], [-0.50, 0.33, 0.27], [0.58, -0.16, 0.22], [-0.03, 2.20, 1.06], [0.37, -1.01, -0.22], [-1.08, 0.34, -1.13], [2.90, 0.28, -1.62], [0.39, 0.04, 1.29], [-1.16, -0.37, 0.32], [2.11, 1.65, -0.12], [-0.63, 0.69, -0.26], [-0.30, -0.68, 0.03], [-1.10, 0.14, 1.45], [1.56, 0.35, -1.48], [-1.06, -0.21, 0.78], [-0.80, 0.54, -0.38], [-1.45, -1.30, 1.07], [0.95, 4.53, 1.05], [0.03, 0.23, -0.59], [1.38, 0.17, 1.91], [-1.14, 0.16, 0.54], [-1.86, -1.71, 3.00], [0.19, 0.92, 1.96], [0.79, 1.26, -0.66], [-0.58, -0.56, -0.63], [0.18, -0.24, -0.62], [0.64, 0.29, 0.16], [-0.21, -1.86, 0.40], [-3.59, -0.14, 1.18], [-1.87, 1.29, -1.22], [0.98, 1.35, -2.16], [-0.63, 0.54, -0.13], [-1.66, -1.22, -0.88], [0.24, -0.40, -0.08], [-1.27, -0.86, 0.57], [-2.29, 1.56, -0.52], [-0.24, -0.93, 2.80], [0.04, -1.80, -0.26], [-0.54, 0.68, 0.59], [0.76, 3.15, 1.89], [0.94, -0.20, -1.63], [-1.98, -1.23, 1.17], [1.71, -0.55, -0.48], [1.18, 1.55, -0.74], [-2.66, -1.08, -2.55], [0.98, -0.17, -0.77], [-1.52, 0.21, -1.14], [2.31, -0.75, -0.52], [-0.16, -0.38, -1.08], [0.92, 0.61, -0.97], [-0.50, -0.69, -0.60], [-0.04, 0.82, 1.95], [0.10, -0.40, -0.21], [0.84, 0.43, -0.86], [0.65, -0.53, 0.16], [2.16, 0.13, -2.21], [0.68, -0.43, 0.26], [-0.73, 1.20, 1.16], [-2.09, -1.10, 0.43], [-1.90, -0.34, 1.32], [-0.21, -0.06, 0.48], [-0.04, -0.30, 0.38], [-0.18, 0.01, -0.39], [-0.28, 0.05, -0.14], [-0.45, -0.04, -0.69], [-0.33, -0.01, -0.59], [-0.07, -0.03, 0.19], [0.63, -0.07, -0.10], [-0.15, 0.09, -0.13], [-0.08, 0.12, -0.27], [-0.03, 0.66, 0.05], [-0.16, -0.17, -0.34], [0.16, -0.01, 0.02], [0.21, -0.10, 0.02], [-0.14, 0.18, 0.08], [0.07, -0.09, -0.13], [0.16, -0.01, 0.37], [0.16, 0.11, 0.51], [0.46, 0.81, -0.13], [-0.06, 0.13, 0.24], [0.49, 0.13, 0.30], [-0.20, -0.25, -0.21], [0.13, -0.01, 0.14], [0.07, 0.22, 0.46], [0.01, -0.01, -0.40], [0.35, -0.09, -0.34], [-0.15, -0.59, -0.03], [0.40, -0.39, -1.03], [0.33, 0.19, -0.24], [-0.17, -0.05, -0.06], [-0.67, -0.69, -0.15], [-0.15, -0.25, 0.17], [0.45, 0.45, -0.43], [-0.35, 0.03, 0.09], [0.10, 0.13, -0.07], [0.14, 0.36, -0.16], [0.34, -0.10, 0.25], [-0.18, 0.02, 0.29], [0.14, -0.57, -0.13], [-0.36, -0.18, -0.42], [-0.87, 0.72, 0.48], [-0.18, 0.11, 0.01], [-0.06, -0.21, 0.39], [-0.52, 0.39, -0.41], [0.46, 0.57, -0.10], [-0.02, 0.81, -0.02], [0.03, -0.16, -0.07], [0.20, 0.10, -0.43], [-0.26, 0.05, 0.09], [0.25, 0.11, 0.02], [0.57, 0.58, -0.58], [-0.25, -0.19, 0.01], [-0.04, 0.32, -0.21], [-0.15, -0.29, -0.13], [0.31, 0.32, 0.18], [-0.43, 0.37, -0.01], [0.10, -0.62, 0.12], [-0.07, -0.09, -0.16], [-0.23, 0.15, -0.71], [-0.02, -0.18, 0.12], [0.14, 0.48, -0.23], [0.14, -0.51, 0.30], [-0.41, -0.47, 0.24], [-0.74, -0.29, 0.05], [-0.58, 0.12, 0.15], [0.57, -0.47, -0.81], [-0.07, -0.08, -0.27], [0.01, -0.22, 0.13], [0.49, 0.52, 0.16], [0.13, 0.01, 0.00], [0.03, 0.32, -0.07], [0.60, 0.14, 1.05], [-0.06, 0.70, 1.03], [-0.33, 0.21, -0.39], [-0.08, 0.82, 0.14], [-0.17, -0.40, 0.09], [0.42, -0.01, -0.05], [0.30, -0.18, -0.02], [0.44, -0.28, 0.46], [0.22, 0.01, -0.22], [0.33, 0.07, -0.53], [-0.02, -0.55, 0.31], [0.57, 0.11, 0.15], [-0.27, -0.10, 0.40], [0.94, -0.45, 0.58], [0.25, -0.26, 0.28], [0.06, 0.36, -0.07], [0.45, -0.45, -0.17], [-0.08, -0.16, -0.15], [-0.33, 0.86, -0.21], [0.09, -0.18, -0.11], [-0.19, 0.22, -0.12], [0.25, -0.08, 0.36], [0.61, -0.04, -0.41], [-0.17, 0.34, 0.48], [-0.11, 0.53, 0.27], [0.17, 0.41, 0.15], [0.36, 0.53, 0.59], [-0.49, 0.55, -0.13], [0.26, 0.13, -0.53], [0.16, -0.07, 0.30], [0.04, 0.16, 0.19], [-0.16, -0.09, 0.36], [-0.07, -1.44, 1.22], [-0.06, 1.30, 0.02], [-1.04, -0.14, -0.02], [-0.40, -0.14, 0.33], [0.53, 0.25, 0.46], [0.57, 0.02, -0.25], [0.08, 0.07, -0.16], [0.22, -0.17, 0.03], [-0.03, -0.24, 0.26], [-0.34, 0.13, 0.60], [-0.13, -0.16, -0.57]],
  "e_tot_ev": -158466.958,
  "relative_energy_kcal_mol": 68.7,
  "fmax_ev_per_a": 5.5,
  "lumo_ev": 0.242,
  "mol_weight_da": 1635.71,
  "total_charge": 0,
  "homo_energy_ha": -0.3588
}